(1)
{"formula": "C4H7NO", "method": "ωB97M-V/def2-TZVPD", "multiplicity": 1, "lumo_ev": -0.729, "e_above_lowest_kj_mol": 483.2, "total_charge": 0, "symbols": ["N", "C", "C", "C", "C", "O", "H", "H", "H", "H", "H", "H", "H"], "positions_angstrom": [[2.4392, -0.0397, 0.2730], [1.1793, -0.0302, 0.1757], [0.3455, -1.1551, 0.7277], [-1.5102, -0.1503, -1.1079], [-0.8890, 0.9657, -0.4080], [0.5253, 1.0103, -0.4317], [2.8268, 0.8068, -0.1473], [1.0132, -1.9512, 1.0538], [-0.2628, -0.8230, 1.5771], [-2.5683, -0.1503, -0.7740], [-0.3255, -1.5546, -0.0471], [-1.2513, 1.2338, 0.5976], [-1.2459, 1.7763, -1.0833]], "forces_ev_per_angstrom": [[-0.307, 0.125, -0.099], [0.248, -0.175, 0.094], [0.010, -0.014, 0.044], [-0.015, 0.320, 0.180], [-0.171, -0.239, 0.002], [0.094, -0.015, 0.016], [-0.010, -0.064, 0.018], [-0.053, 0.126, -0.010], [0.094, -0.026, -0.122], [0.062, 0.108, -0.127], [0.102, 0.002, 0.115], [0.004, -0.077, -0.130], [-0.060, -0.070, 0.019]]}



(2)
{"formula": "C4H7NO", "method": "ωB97M-V/def2-TZVPD", "multiplicity": 1, "lumo_ev": 0.837, "e_above_lowest_kj_mol": 724.4, "total_charge": 0, "symbols": ["C", "C", "C", "C", "H", "H", "H", "H", "H", "H", "H", "N", "O"], "positions_angstrom": [[-0.0058, 0.6127, 2.5115], [0.1162, -1.0352, -0.5348], [0.5800, 0.0216, -1.6869], [-0.8490, -0.0935, -1.1062], [0.8797, 1.5772, 2.6173], [-0.8031, 0.7205, 3.2479], [0.3151, -2.1240, -0.7771], [1.3215, 0.7988, -1.1406], [0.6096, -0.4053, -2.6614], [-1.5972, -0.1365, -2.2280], [-0.9338, 0.7592, -0.3146], [-0.2699, -0.3465, 1.5472], [0.6366, -0.3488, 0.5258]], "forces_ev_per_angstrom": [[0.659, -0.571, -3.180], [1.468, 0.084, -4.153], [0.198, -0.078, 3.575], [-1.564, 3.232, -3.422], [-2.435, -3.480, -0.935], [0.301, -0.446, -0.106], [-0.570, 1.406, 1.032], [-1.718, -1.958, -2.232], [0.811, 0.217, -0.614], [1.757, -0.378, 4.463], [-1.211, -1.577, -2.045], [1.083, 4.285, 4.974], [1.221, -0.737, 2.642]]}